Record 1
A 2-piece molecular cluster, C3H9NO2 overall. Source: the OMol25 dataset; level of theory: ωB97M-V/def2-TZVPD.

The geometry in ORCA input format:
```
! RIJCOSX wB97M-V def2-TZVPD def2/J DEFGRID3
* xyz 0 1
O 2.208 -0.275 -0.409
O 0.818 -1.786 0.328
N -1.345 -0.279 -1.319
C 1.501 -0.633 0.510
C -1.336 1.171 -1.087
C 1.437 -0.045 1.891
H 2.391 0.368 2.228
H 0.536 0.606 1.988
H 0.061 -1.552 -0.285
H -0.311 1.551 -1.320
H -2.079 1.520 -1.935
H -0.923 -0.612 -2.062
H -2.174 -0.741 -0.991
H -1.592 1.385 -0.155
H 0.810 -0.679 2.618
*
```

Output
Highest occupied orbital energy (eV): -9.44
HOMO-LUMO gap (eV): 10.23
Lowest unoccupied orbital energy (Ha): 0.0290
Energy above the lowest of the compared OMol25 structures with the same formula, charge and spin (kJ/mol): 232.67


Record 2
C23H23NOS in the gas phase. Source: the OMol25 dataset; level of theory: ωB97M-V/def2-TZVPD.

The geometry in ORCA input format:
```
! RIJCOSX wB97M-V def2-TZVPD def2/J DEFGRID3
* xyz 0 1
S 5.101 -0.588 0.337
O -0.797 3.738 1.503
N -1.804 2.494 -0.059
C 2.731 1.427 1.022
C -3.311 -0.818 -2.391
C -4.257 -1.684 -0.245
C 1.464 1.891 1.308
C 3.991 -1.870 -0.348
C -4.435 -1.640 1.127
C 0.602 2.269 0.283
C 0.224 -1.586 -0.255
C 4.553 0.870 -0.613
C -0.020 -1.568 1.107
C -1.994 1.297 -0.839
C -3.479 -0.741 -0.902
C -3.042 0.302 1.223
C 1.039 2.183 -1.034
C 2.335 -1.742 1.520
C -0.710 2.880 0.644
C -2.868 0.270 -0.154
C 2.587 -1.753 0.153
C -3.823 -0.643 1.864
C 3.164 1.326 -0.295
C 1.521 -1.666 -0.731
C 2.304 1.704 -1.318
C 1.041 -1.641 1.994
H 1.132 1.982 2.331
H 3.166 -1.806 2.207
H 0.858 -1.627 3.058
H 5.277 1.643 -0.345
H -0.603 -1.553 -0.947
H -3.769 -1.725 -2.777
H -2.259 -0.816 -2.670
H 4.441 -2.810 -0.023
H -1.033 -1.500 1.471
H -2.555 1.071 1.805
H -1.014 0.850 -1.031
H -4.732 -2.468 -0.819
H -2.657 2.956 0.233
H 3.399 1.141 1.821
H 0.403 2.522 -1.840
H -2.439 1.577 -1.801
H 4.665 0.638 -1.673
H -3.786 0.035 -2.876
H 1.705 -1.673 -1.797
H -3.947 -0.601 2.936
H -5.045 -2.384 1.616
H 4.042 -1.806 -1.435
H 2.635 1.645 -2.345
*
```

Output
Highest occupied orbital energy (eV): -8.68
HOMO-LUMO gap (eV): 9.28
Lowest unoccupied orbital energy (Ha): 0.0221
Energy above the lowest of the compared OMol25 structures with the same formula, charge and spin (kJ/mol): 0.00


Record 3
C5H3F3O in the gas phase. Source: the OMol25 dataset; level of theory: ωB97M-V/def2-TZVPD.

The geometry in ORCA input format:
```
! RIJCOSX wB97M-V def2-TZVPD def2/J DEFGRID3
* xyz 0 3
F -2.131 -1.200 0.353
F -2.119 0.838 -0.400
F -1.164 -0.661 -1.558
O -0.077 0.393 1.672
C 1.222 -0.597 -0.196
C 0.942 0.811 -0.574
C 1.055 2.033 -0.889
C -1.366 -0.256 -0.294
C -0.028 -0.054 0.428
H 2.046 -0.940 0.473
H 0.903 -1.324 -0.969
H 0.717 0.957 1.955
*
```

Output
Highest occupied orbital energy (spin up / spin down) (eV): -7.74 / -10.15
HOMO-LUMO gap (spin up / spin down) (eV): 8.32 / 7.27
Lowest unoccupied orbital energy (spin up / spin down) (Ha): 0.0214 / -0.1058


Record 4
C4H8O2 in the gas phase. Source: the OMol25 dataset; level of theory: ωB97M-V/def2-TZVPD.

The geometry in ORCA input format:
```
! RIJCOSX wB97M-V def2-TZVPD def2/J DEFGRID3
* xyz 0 1
O -1.691 -0.479 -0.453
O 0.622 -1.855 -0.238
C -0.705 1.650 -0.475
C 0.706 -0.435 -0.203
C 1.448 -1.263 0.751
C -0.627 0.252 0.119
H 1.079 -1.377 1.769
H 2.519 -1.426 0.621
H -1.737 1.998 -0.390
H 1.247 -0.014 -1.051
H -0.756 0.306 1.212
H -1.582 -1.392 -0.153
H -0.053 2.370 0.030
H -0.446 1.630 -1.539
*
```

Output
Highest occupied orbital energy (eV): -10.18
HOMO-LUMO gap (eV): 11.24
Lowest unoccupied orbital energy (Ha): 0.0389
Energy above the lowest of the compared OMol25 structures with the same formula, charge and spin (kJ/mol): 195.65


Record 5
A 2-piece molecular cluster, C5H11NO3 overall. Source: the OMol25 dataset; level of theory: ωB97M-V/def2-TZVPD.

The geometry in ORCA input format:
```
! RIJCOSX wB97M-V def2-TZVPD def2/J DEFGRID3
* xyz 0 1
O 0.980 -2.936 1.309
O -0.142 -0.383 -1.138
O 1.376 -0.691 1.983
N 2.212 -1.598 -0.118
C -0.598 -0.629 0.203
C -0.855 0.657 -0.479
C -2.247 0.941 -0.990
C -0.037 1.881 -0.132
C 1.417 -1.898 0.945
H -2.730 0.020 -1.312
H 2.093 -0.068 1.801
H -1.419 -1.339 0.260
H 0.004 2.560 -0.985
H 0.197 -0.457 1.189
H -0.483 2.407 0.714
H 2.307 -2.373 -0.760
H 2.008 -0.727 -0.601
H -2.215 1.629 -1.837
H 0.977 1.602 0.149
H -2.844 1.401 -0.202
*
```

Output
Highest occupied orbital energy (eV): -9.39
HOMO-LUMO gap (eV): 10.01
Lowest unoccupied orbital energy (Ha): 0.0229
Energy above the lowest of the compared OMol25 structures with the same formula, charge and spin (kJ/mol): 308.58


Record 6
C6H11NO3 as an isolated structure. Source: the OMol25 dataset; level of theory: ωB97M-V/def2-TZVPD.

The geometry in ORCA input format:
```
! RIJCOSX wB97M-V def2-TZVPD def2/J DEFGRID3
* xyz 2 1
O -1.869 0.045 0.817
O -3.512 1.592 -0.937
O -1.302 1.457 -1.522
N 1.054 -0.653 0.178
C 1.220 0.015 1.493
C -2.401 1.489 -1.148
C 0.991 0.182 -1.100
C 0.005 -1.693 0.173
C 0.118 1.522 -1.040
C -1.619 -1.103 1.010
H 1.917 -1.131 0.090
H -0.229 -2.012 -0.792
H 2.240 0.555 1.597
H 1.301 -0.760 2.305
H 0.073 1.937 -0.082
H 0.363 -2.536 0.794
H -1.996 -1.957 1.441
H 1.850 0.699 -1.431
H 0.539 2.209 -1.835
H 0.747 -0.572 -1.860
H 0.509 0.716 1.848
*
```

Output
Highest occupied orbital energy (eV): -18.33
HOMO-LUMO gap (eV): 10.53
Lowest unoccupied orbital energy (Ha): -0.2867
Energy above the lowest of the compared OMol25 structures with the same formula, charge and spin (kJ/mol): 239.13


Number 1: energy -8840.544 eV, largest force on an atom 0.143 Eh/bohr. Number 2: energy -38598.291 eV, largest force on an atom 0.012 Eh/bohr. Number 3: energy -15425.902 eV, largest force on an atom 0.064 Eh/bohr. Number 4: energy -8371.254 eV, largest force on an atom 0.009 Eh/bohr. Number 5: energy -12993.653 eV, largest force on an atom 0.085 Eh/bohr. Number 6: energy -14010.822 eV, largest force on an atom 0.133 Eh/bohr.